# 1
The following is a quantum chemistry calculation of a gas-phase ion, C10H13N2O (charge +1), from the OMol25 dataset.

Last column: Mulliken charge in e.
Element x y z (Å)
C  0.014  -2.084  -0.232  -1.263
C  -0.320  -0.995  0.820  1.147
C  -0.802  -1.383  2.064  -0.862
C  -0.903  -0.523  3.116  -0.564
C  -0.683  0.829  3.048  -0.856
C  -0.336  1.415  1.813  0.236
C  -0.057  0.319  0.567  -0.065
N  0.367  1.186  -0.499  0.834
C  -0.910  1.249  -1.356  -0.770
C  1.478  0.555  -1.156  -0.864
N  0.704  2.427  0.104  -0.535
C  0.030  2.717  1.239  0.094
O  -0.097  3.815  1.651  -0.537
H  -0.412  -1.827  -1.270  0.231
H  1.020  -2.045  -0.281  0.452
H  -0.447  -3.031  0.196  0.378
H  -1.076  -2.393  2.344  0.349
H  -1.098  -0.916  4.074  0.438
H  -0.828  1.538  3.800  0.517
H  -1.093  0.293  -1.654  0.374
H  -1.756  1.548  -0.765  0.394
H  -0.733  1.859  -2.246  0.378
H  2.286  0.287  -0.444  0.378
H  1.212  -0.259  -1.725  0.478
H  1.949  1.267  -1.848  0.320
H  0.867  3.273  -0.495  0.315

Values from the calculation:
* DFT total energy: -15598.6973 eV
* energy above the lowest of the compared OMol25 structures with the same formula, charge and spin: 4.600 eV
* spin multiplicity: 1
* Kohn-Sham gap: 9.3 eV
* net charge: +1
* lowest unoccupied orbital energy: -3.99 eV



# 2
The following is a quantum chemistry calculation of a single C20H24N4O3S molecule, from the OMol25 dataset.

Last column: Mulliken charge in e.
Element x y z (Å)
C  -3.231  -2.872  -1.772  -1.078
O  -2.083  -2.183  -1.345  -0.256
C  -1.128  -2.862  -0.644  0.240
C  -1.201  -4.210  -0.324  -0.677
C  -0.172  -4.813  0.382  -0.651
C  0.931  -4.079  0.768  -1.185
C  1.007  -2.730  0.456  -0.200
C  -0.011  -2.106  -0.241  0.016
C  -0.006  -0.650  -0.640  0.384
C  1.260  0.183  -0.332  -0.684
O  2.011  -0.026  0.600  -0.625
N  1.398  1.190  -1.210  -0.011
C  2.413  2.226  -1.118  -0.019
C  2.274  3.091  0.152  -0.559
C  3.709  3.398  0.567  -0.800
C  4.424  2.083  0.274  -0.413
C  3.850  1.660  -1.079  -1.058
N  -1.156  0.042  -0.045  0.660
C  -1.774  0.974  -0.789  0.881
O  -1.322  1.380  -1.858  -0.812
C  -3.051  1.533  -0.286  -0.186
C  -3.531  2.769  -0.668  -0.117
S  -5.053  3.002  0.047  0.094
N  -4.976  1.502  0.767  -0.875
N  -3.920  0.883  0.514  0.275
C  -1.618  -0.358  1.248  -0.336
C  -0.634  -0.499  2.369  -0.411
C  -1.598  0.645  2.366  -0.482
H  -3.835  -2.134  -2.298  0.263
H  -3.802  -3.266  -0.925  0.408
H  -2.981  -3.689  -2.456  0.367
H  -2.053  -4.801  -0.621  0.429
H  -0.243  -5.863  0.623  0.394
H  1.735  -4.549  1.312  0.421
H  1.865  -2.158  0.764  0.540
H  -0.170  -0.608  -1.727  1.004
H  0.611  1.367  -1.828  0.381
H  2.281  2.844  -2.010  0.607
H  1.793  2.499  0.930  0.080
H  1.678  3.986  -0.025  0.426
H  4.119  4.197  -0.053  0.295
H  3.784  3.695  1.612  0.393
H  4.150  1.345  1.027  0.125
H  5.508  2.183  0.251  0.426
H  4.435  2.090  -1.893  0.411
H  3.844  0.579  -1.197  0.282
H  -3.063  3.490  -1.305  0.442
H  -2.450  -1.053  1.217  0.470
H  0.405  -0.294  2.168  0.029
H  -0.790  -1.308  3.065  0.224
H  -2.423  0.646  3.060  0.247
H  -1.208  1.629  2.147  0.221

Values from the calculation:
* DFT total energy: -44066.7313 eV
* energy above the lowest of the compared OMol25 structures with the same formula, charge and spin: 3.219 eV
* spin multiplicity: 1
* Kohn-Sham gap: 8.7 eV
* lowest unoccupied orbital energy: 0.12 eV



# 3
The following is a quantum chemistry calculation of 2 unconnected molecules or ions with the total composition C2H7N3S2, from the OMol25 dataset.

Last column: Mulliken charge in e.
Element x y z (Å)
C  -0.521  1.075  -1.736  0.244
C  -0.095  0.173  0.474  -0.225
N  -0.222  0.088  -0.905  -0.121
N  -1.001  0.972  -2.923  -0.245
N  -0.019  1.315  1.086  -0.154
S  1.853  -3.328  4.094  0.289
S  1.135  -2.396  2.573  0.395
H  -0.403  2.199  -1.366  0.213
H  -0.292  -0.899  -1.067  0.293
H  -1.415  1.814  -3.278  0.285
H  -1.047  0.025  -3.313  0.275
H  0.243  2.138  0.681  0.168
H  -0.161  1.360  2.077  0.270
H  1.944  -4.537  3.604  0.313

Values from the calculation:
* DFT total energy: -28307.7286 eV
* energy above the lowest of the compared OMol25 structures with the same formula, charge and spin: 2.421 eV
* spin multiplicity: 1
* Kohn-Sham gap (alpha / beta): 4.8 / 4.8 eV
* net charge: +2
* lowest unoccupied orbital energy (alpha / beta): -11.39 / -11.39 eV



# 4
The following is a quantum chemistry calculation of a molecular structure, C5H15N2S, from the OMol25 dataset.

Last column: Mulliken charge in e.
Element x y z (Å)
C  1.359  0.685  -0.100  -0.385
N  0.406  -0.195  -0.756  -0.431
C  -0.801  0.532  -1.139  -0.668
C  -1.957  -0.452  -1.491  -0.384
C  -3.320  -0.105  -0.817  -1.084
S  -0.987  -0.470  1.897  -0.208
C  2.692  -0.030  0.354  -0.745
N  3.764  0.499  -0.385  -0.655
H  1.583  1.540  -0.735  0.392
H  0.960  1.063  0.856  0.302
H  0.031  -0.803  0.015  0.103
H  -0.768  1.259  -1.959  0.403
H  -1.225  1.068  -0.271  0.316
H  -2.063  -0.583  -2.564  0.405
H  -1.579  -1.416  -1.113  0.285
H  -3.285  0.989  -0.831  0.331
H  -4.136  -0.387  -1.482  0.337
H  -3.417  -0.516  0.183  0.258
H  2.474  -1.074  0.011  0.416
H  2.611  -0.157  1.453  0.265
H  4.700  0.340  -0.016  0.258
H  -0.821  -1.130  3.041  0.141
H  3.425  1.196  0.462  0.346

Values from the calculation:
* DFT total energy: -19238.8752 eV
* energy above the lowest of the compared OMol25 structures with the same formula, charge and spin: 3.282 eV
* spin multiplicity: 2
* Kohn-Sham gap (alpha / beta): 9.8 / 6.3 eV
* lowest unoccupied orbital energy (alpha / beta): 0.63 / -2.83 eV